i:
Below is one molecule with the formula C10H15N5O4, with properties calculated with ωB97M-V/def2-TZVPD.

Last columns: bonded neighbours and bond lengths (Å).
Atoms and positions in Å:
1 C -0.13882 -0.91316 1.51640  N2 1.522, H8 1.087, H9 1.103, H10 1.108
2 N -0.57706 -0.52896 0.11010  C1 1.522, C3 1.594, C7 1.471, C29 1.510
3 C -1.73864 0.48959 0.50237  N2 1.594, C4 1.539, H11 1.126, H12 1.105
4 C -3.17116 -0.07252 0.46939  C3 1.539, O5 1.442, H13 1.109, H14 1.105
5 O -3.35672 -0.95946 -0.65255  C4 1.442, C6 1.438
6 C -2.56099 -2.14661 -0.49722  O5 1.438, C7 1.577, H15 1.130, H16 1.121
7 C -1.02304 -1.79914 -0.48373  N2 1.471, C6 1.577, H17 1.091, H18 1.110
8 H 0.53499 -1.76121 1.42404  C1 1.087
9 H 0.39452 -0.06487 1.97687  C1 1.103
10 H -1.03390 -1.15229 2.12380  C1 1.108
11 H -1.53584 0.85724 1.54663  C3 1.126
12 H -1.69167 1.38282 -0.14634  C3 1.105
13 H -3.37692 -0.57668 1.43531  C4 1.109
14 H -3.89094 0.74389 0.28000  C4 1.105
15 H -2.81087 -2.71256 0.44786  C6 1.130
16 H -2.80732 -2.77345 -1.39369  C6 1.121
17 H -0.70929 -1.87176 -1.52613  C7 1.091
18 H -0.52791 -2.64963 0.02938  C7 1.110
19 C 1.66640 3.69204 1.21748  O20 1.437, H31 1.087, H32 1.092, H33 1.087
20 O 2.70184 2.80140 0.76959  C19 1.437, C21 1.335
21 C 2.36256 1.59371 0.31271  O20 1.335, N22 1.363, N30 1.326
22 N 3.38910 0.91566 -0.27367  C21 1.363, C23 1.309
23 C 3.05627 -0.17616 -0.91545  N22 1.309, N24 1.420, C28 1.430
24 N 3.90629 -0.88936 -1.80125  C23 1.420, O25 1.363
25 O 3.03002 -1.60373 -2.56221  N24 1.363, N26 1.465
26 N 1.63723 -1.30922 -2.21663  O25 1.465, O27 1.215, C28 1.353
27 O 0.79134 -1.74776 -2.97008  N26 1.215
28 C 1.68289 -0.51875 -1.11989  C23 1.430, N26 1.353, C29 1.490
29 C 0.53463 0.24499 -0.55661  N2 1.510, C28 1.490, N30 1.466, H34 1.183
30 N 1.11041 1.17239 0.42201  C21 1.326, C29 1.466
31 H 2.13723 4.32010 1.96964  C19 1.087
32 H 1.30186 4.30731 0.39227  C19 1.092
33 H 0.85027 3.10707 1.63386  C19 1.087
34 H -0.13674 0.59904 -1.46427  C29 1.183

2S+1 ... 1
LUMO ... 0.11 eV
HOMO ... -7.348 eV

=====

ii:
Below is one molecule with the formula C10H15N5O4, with properties calculated with ωB97M-V/def2-TZVPD.

Last columns: bonded neighbours and bond lengths (Å).
Atoms and positions in Å:
1 N -5.16672 0.90468 0.53630  C2 1.361, H20 1.104, H21 1.024
2 C -4.28120 1.69897 -0.12479  N1 1.361, O3 1.325, C4 1.596
3 O -4.33837 2.95253 -0.55006  C2 1.325
4 C -2.98831 0.84270 -0.50234  C2 1.596, C5 1.496, H22 1.124, H23 1.190
5 C -2.67678 -0.23874 0.48379  C4 1.496, N6 1.471, C17 1.528, H24 1.241
6 N -1.21614 -0.40178 0.54358  C5 1.471, C7 1.381, H25 1.068
7 C -0.25381 -0.19005 -0.42432  N6 1.381, O8 1.276, C9 1.532
8 O -0.48205 -0.49500 -1.64220  C7 1.276
9 C 1.08966 0.11351 0.24720  C7 1.532, N10 1.444, C11 1.644, H26 1.148
10 N 1.05642 -0.02632 1.68399  C9 1.444, H27 1.018, H28 0.977
11 C 2.30783 -0.72288 -0.47274  C9 1.644, C12 1.530, H29 1.098, H30 1.052
12 C 3.54458 0.16478 -0.31806  C11 1.530, C13 1.324, N16 1.472
13 C 4.55411 0.04750 -1.16723  C12 1.324, N14 1.396, H31 1.062
14 N 5.78303 0.40954 -0.61292  C13 1.396, C15 1.471, H32 1.086
15 C 5.45571 0.51177 0.81788  N14 1.471, N16 1.338, H33 1.272
16 N 4.15650 0.26175 1.01769  C12 1.472, C15 1.338
17 C -3.41269 -1.53112 0.13267  C5 1.528, O18 1.255, O19 1.437
18 O -4.15569 -2.17943 0.90866  C17 1.255
19 O -3.10157 -2.12300 -1.13874  C17 1.437, H34 0.928
20 H -5.04248 -0.13504 0.18569  N1 1.104
21 H -6.08990 1.03132 0.11095  N1 1.024
22 H -2.83769 0.56653 -1.58095  C4 1.124
23 H -2.08268 1.61226 -0.44365  C4 1.190
24 H -2.80261 0.13735 1.65959  C5 1.241
25 H -0.76491 -0.29559 1.50519  N6 1.068
26 H 1.06280 1.16865 -0.20313  C9 1.148
27 H 1.72380 0.41321 2.31439  N10 1.018
28 H 1.25578 -0.97906 1.76418  N10 0.977
29 H 2.33785 -0.68367 -1.56996  C11 1.098
30 H 2.46772 -1.73508 -0.23284  C11 1.052
31 H 4.50727 -0.30845 -2.16688  C13 1.062
32 H 6.79795 0.43066 -0.99896  N14 1.086
33 H 6.09831 0.43213 1.91270  C15 1.272
34 H -2.50570 -1.65462 -1.67471  O19 0.928

2S+1 ... 1
LUMO ... 0.53 eV
SMILES string ... NC(=O)C[C@H](NC(=O)[C@@H](N)Cc1c[nH]cn1)C(=O)O
HOMO ... -9.266 eV

=====

Bottom line: ii, by a margin of 0.1529 hartree.

=====

i:
Below is a 2-piece molecular cluster, C5H17N3 overall, with properties calculated with ωB97M-V/def2-TZVPD.

Last columns: bonded neighbours and bond lengths (Å).
Atoms and positions in Å:
1 C -1.65242 -0.23661 -1.28785  N2 1.449, H6 1.089, H7 1.097, H8 1.087
2 N -0.39620 0.17560 -0.69597  C1 1.449, N3 1.421, H9 1.022
3 N -0.06828 1.51569 -1.03701  N2 1.421, C4 1.446, C5 1.450
4 C 0.84510 1.59976 -2.15510  N3 1.446, H10 1.091, H11 1.104, H12 1.088
5 C 0.42607 2.21762 0.13096  N3 1.450, H13 1.088, H14 1.089, H15 1.101
6 H -1.88106 -1.24561 -0.94793  C1 1.089
7 H -1.65306 -0.22713 -2.38468  C1 1.097
8 H -2.42722 0.44064 -0.93636  C1 1.087
9 H 0.35114 -0.46327 -0.97655  N2 1.022
10 H 0.41462 1.08133 -3.01249  C4 1.091
11 H 1.83124 1.15882 -1.92936  C4 1.104
12 H 0.98541 2.64599 -2.42058  C4 1.088
13 H -0.27611 2.05501 0.94608  C5 1.088
14 H 0.47252 3.28197 -0.09605  C5 1.089
15 H 1.42389 1.87678 0.44721  C5 1.101
16 C -0.42142 -0.80112 2.34607  N17 1.452, H19 1.093, H20 1.098, H21 1.092
17 N 0.80622 -1.29910 1.75098  C16 1.452, C18 1.448, H22 1.017
18 C 0.59852 -2.53900 1.03200  N17 1.448, H23 1.096, H24 1.096, H25 1.104
19 H -0.78030 -1.53318 3.07374  C16 1.093
20 H -1.21333 -0.61470 1.60852  C16 1.098
21 H -0.20121 0.13267 2.86744  C16 1.092
22 H 1.15287 -0.59150 1.10747  N17 1.017
23 H 1.53221 -2.82141 0.53334  C18 1.096
24 H 0.33945 -3.32022 1.75537  C18 1.096
25 H -0.20877 -2.48906 0.28077  C18 1.104

2S+1 ... 1
LUMO ... 0.97 eV
SMILES string ... CNN(C)C.CNC
HOMO ... -8.556 eV

=====

ii:
Below is a 2-piece molecular cluster, C5H17N3 overall, with properties calculated with ωB97M-V/def2-TZVPD.

Last columns: bonded neighbours and bond lengths (Å).
Atoms and positions in Å:
1 C 1.01652 1.86205 0.04932  C2 1.526, H7 1.090, H8 1.091, H9 1.095
2 C 0.22498 0.69010 0.62158  C1 1.526, C3 1.541, H10 1.095, H11 1.325
3 C 0.79784 -0.70484 0.30467  C2 1.541, C4 1.536, C5 1.537, N6 1.476
4 C 2.08104 -0.98560 1.10071  C3 1.536, H12 1.089, H13 1.088, H14 1.091
5 C 1.10432 -0.86117 -1.19308  C3 1.537, H15 1.092, H16 1.090, H17 1.087
6 N -0.25403 -1.65100 0.72550  C3 1.476, H18 1.016, H19 1.014
7 H 0.94153 1.89855 -1.03733  C1 1.090
8 H 0.60925 2.79941 0.43175  C1 1.091
9 H 2.07910 1.83475 0.31226  C1 1.095
10 H 0.20001 0.78551 1.71212  C2 1.095
11 H -1.03820 0.71110 0.22109  C2 1.325
12 H 1.86254 -0.97251 2.16721  C4 1.089
13 H 2.84079 -0.23528 0.89116  C4 1.088
14 H 2.49295 -1.96420 0.84789  C4 1.091
15 H 1.37481 -1.89492 -1.41712  C5 1.092
16 H 0.23463 -0.60004 -1.79600  C5 1.090
17 H 1.92880 -0.21992 -1.49492  C5 1.087
18 H 0.12049 -2.50155 1.13694  N6 1.016
19 H -0.85589 -2.00709 -0.00837  N6 1.014
20 N -2.34641 0.32730 -0.58226  N21 1.462, H22 1.022, H23 1.043
21 N -3.61748 1.04411 -0.67068  N20 1.462, H24 1.019, H25 1.019
22 H -1.87542 0.36262 -1.48838  N20 1.022
23 H -2.46590 -0.66988 -0.30030  N20 1.043
24 H -4.08506 0.92416 0.22641  N21 1.019
25 H -3.37121 2.02835 -0.76018  N21 1.019

2S+1 ... 1
LUMO ... 0.93 eV
SMILES string ... CCC(C)(C)N.NN
HOMO ... -7.669 eV

=====

Bottom line: i, by a margin of 0.0124 hartree.

=====

i:
Below is an isolated ion of composition C7H9N2O2 and charge -1, with properties calculated with ωB97M-V/def2-TZVPD.

Last columns: bonded neighbours and bond lengths (Å).
Atoms and positions in Å:
1 C -0.26923 3.33446 -0.12605  C2 1.359, C3 1.448, H12 1.105
2 C 0.49064 2.22566 0.07300  C1 1.359, N8 1.458, O10 1.257
3 C -1.66400 3.45577 -0.49538  C1 1.448, N9 1.348, O11 1.255
4 C -0.44126 -1.50556 0.01289  C5 1.493, H13 1.115, H14 1.040, H18 1.106
5 C 0.32984 -0.22765 -0.02946  C4 1.493, C6 1.504, N8 1.281
6 C 1.79253 -0.57207 0.02707  C5 1.504, H15 1.157, H16 1.021, H17 1.106
7 C -1.75078 1.29921 0.21817  N8 1.607, N9 1.377, H19 1.088, H20 1.110
8 N -0.19441 0.93874 0.04197  C2 1.458, C5 1.281, C7 1.607
9 N -2.40364 2.33087 -0.41912  C3 1.348, C7 1.377
10 O 1.74374 2.18930 0.16574  C2 1.257
11 O -2.07819 4.51065 -1.03498  C3 1.255
12 H 0.29708 4.25080 -0.37079  C1 1.105
13 H -0.79931 -1.78193 -1.00649  C4 1.115
14 H -1.27355 -1.62875 0.62503  C4 1.040
15 H 2.04119 -1.53146 -0.56930  C6 1.157
16 H 2.01831 -0.61873 1.02161  C6 1.021
17 H 2.54792 0.20677 -0.18825  C6 1.106
18 H 0.19775 -2.37495 0.25715  C4 1.106
19 H -2.31710 0.43274 -0.11631  C7 1.088
20 H -1.61230 1.61694 1.27290  C7 1.110

2S+1 ... 1
Net charge ... -1
LUMO ... 2.97 eV
HOMO ... -3.301 eV

=====

ii:
Below is an isolated ion of composition C7H9N2O2 and charge -1, with properties calculated with ωB97M-V/def2-TZVPD.

Last columns: bonded neighbours and bond lengths (Å).
Atoms and positions in Å:
1 C 0.29596 1.60859 -2.09415  C2 1.300, H12 1.038, H13 1.214
2 C 0.78000 1.00242 -1.05048  C1 1.300, N3 1.230
3 N 1.34685 0.56441 -0.05021  C2 1.230, C4 1.383
4 C 1.06391 -0.49672 0.79035  N3 1.383, C5 1.492, C6 1.351
5 C 2.27413 -0.94728 1.53812  C4 1.492, H14 1.078, H15 1.088, H16 1.104
6 C -0.18568 -0.89545 1.11594  C4 1.351, O7 1.223, C8 1.628
7 O -0.47263 -1.84817 1.82669  C6 1.223
8 C -1.45892 -0.11265 0.47141  C6 1.628, C9 1.539, N10 1.435, H17 1.033
9 C -1.94798 -0.59666 -0.90575  C8 1.539, H18 1.115, H19 1.201, H20 1.134
10 N -1.12403 1.26334 0.24086  C8 1.435, O11 1.248
11 O -0.79010 1.93772 1.23646  N10 1.248
12 H 0.18962 2.64128 -2.09060  C1 1.038
13 H 0.66932 1.20978 -3.17777  C1 1.214
14 H 2.52666 -1.99158 1.45531  C5 1.078
15 H 2.30133 -0.63367 2.57986  C5 1.088
16 H 3.11928 -0.42275 1.06001  C5 1.104
17 H -2.23677 -0.23258 1.14022  C8 1.033
18 H -2.99911 -0.26602 -1.07728  C9 1.115
19 H -1.96301 -1.73638 -1.28342  C9 1.201
20 H -1.38885 -0.04764 -1.72559  C9 1.134

2S+1 ... 1
Net charge ... -1
LUMO (alpha / beta) ... 3.71 / 3.72 eV
SMILES string ... C=C=N/C(C)=C(/[O-])[C@H](C)N=O
HOMO (alpha / beta) ... -2.819 / -2.819 eV

=====

Bottom line: i, by a margin of 0.1162 hartree.